Entry 1:
# C30H30Cl51NO4

A cluster of 18 separate species, C30H30Cl51NO4 in total (the ωB97M-V functional and the def2-TZVPD basis, the OMol25 dataset).

Computed properties:
HOMO-LUMO gap (eV): 8.8
Net charge: 0

Atoms and positions in Å:
C  4.15902  -3.86900  -0.75355
C  4.37953  -2.36007  -0.70622
O  3.35056  -1.68180  -1.44459
C  3.90199  -0.47475  -1.92084
C  2.85871  0.45465  -2.52760
C  2.09901  1.24423  -1.50778
C  0.96869  0.96346  -0.86062
C  0.10741  -0.25860  -0.96458
C  -0.16102  -0.72419  -2.22309
C  -0.91170  -1.87957  -2.37952
C  -1.36829  -2.42446  -1.19086
C  -1.03751  -1.81530  0.00391
N  -0.29071  -0.74455  0.20736
C  0.71113  2.13734  0.05729
O  0.02974  2.25929  1.01323
O  1.47779  3.19693  -0.44315
C  2.58028  2.59984  -1.02264
O  3.66090  3.07982  -1.08769
H  4.76009  -4.25350  -1.58532
H  3.11458  -4.10604  -0.90801
H  4.56288  -4.31994  0.15782
H  4.39901  -1.94490  0.30913
H  5.35119  -2.10020  -1.15610
H  4.50280  0.08287  -1.17781
H  4.61514  -0.73720  -2.72298
H  3.40162  1.17579  -3.15104
H  2.24041  -0.12762  -3.21003
H  0.21424  -0.19827  -3.08980
H  -1.14799  -2.34038  -3.32954
H  -1.96763  -3.32536  -1.19677
H  -1.44320  -2.26818  0.90940
C  6.59088  0.56002  2.27217
Cl  8.29853  0.23726  2.57990
Cl  6.20690  0.13627  0.60099
Cl  5.57928  -0.30237  3.43979
H  6.41078  1.61895  2.40866
C  9.11502  -3.52597  2.49519
Cl  7.64741  -4.21877  1.80081
Cl  9.16015  -3.79202  4.24028
Cl  10.55028  -4.19893  1.72055
H  9.09864  -2.46013  2.31798
C  6.75495  -6.37481  6.04336
Cl  5.96393  -6.88184  4.55068
Cl  5.81346  -5.11562  6.84984
Cl  7.00266  -7.75019  7.12041
H  7.72415  -5.96172  5.79113
C  5.07709  6.02980  -1.09416
Cl  4.85089  7.43961  -0.05508
Cl  5.62682  6.52130  -2.69972
Cl  6.21129  4.89472  -0.36831
H  4.12378  5.52776  -1.19984
C  4.71552  0.41666  -6.41894
Cl  5.60692  0.14279  -4.91930
Cl  4.31822  -1.11929  -7.19209
Cl  3.25074  1.35877  -6.12327
H  5.34931  0.98132  -7.09085
C  -5.25016  -0.89261  -0.89843
Cl  -3.50840  -1.05899  -0.59983
Cl  -5.60937  -1.14323  -2.60997
Cl  -6.16360  -2.02392  0.10030
H  -5.55162  0.11412  -0.63223
C  -10.09525  0.04114  0.49520
Cl  -11.43481  -0.78185  -0.31030
Cl  -10.01497  -0.41909  2.19598
Cl  -8.56959  -0.31753  -0.31681
H  -10.27069  1.10808  0.43931
C  1.30432  -3.67205  3.77612
Cl  2.89077  -2.89202  3.67480
Cl  0.28866  -2.84816  4.96112
Cl  0.50160  -3.71041  2.20671
H  1.45040  -4.69214  4.10741
C  -0.91712  5.39767  2.51768
Cl  0.23232  6.73382  2.40734
Cl  -0.94169  4.72790  4.14931
Cl  -2.53266  5.92542  2.03454
H  -0.59689  4.61628  1.83841
C  8.59753  -4.18086  9.07460
Cl  8.63106  -2.64456  9.94415
Cl  9.27032  -3.98918  7.45305
Cl  9.47499  -5.42201  9.96867
H  7.56596  -4.49564  8.97826
C  -14.58509  -0.49583  -2.18841
Cl  -16.15820  -1.23724  -2.48945
Cl  -13.64090  -0.41323  -3.67853
Cl  -14.77663  1.11203  -1.48497
H  -14.04910  -1.11351  -1.47955
C  9.79907  -1.18988  -4.64924
Cl  9.26219  -0.98169  -2.97887
Cl  8.41203  -1.33033  -5.73150
Cl  10.84072  0.14671  -5.13951
H  10.37180  -2.10623  -4.70968
C  2.08468  -6.12531  -3.49785
Cl  2.92228  -6.60253  -2.02219
Cl  1.54742  -7.54193  -4.40286
Cl  0.71886  -5.06987  -3.11714
H  2.77819  -5.57029  -4.11672
C  -14.46852  4.79638  -0.50257
Cl  -14.68341  6.21744  0.52138
Cl  -13.83964  5.25225  -2.08548
Cl  -13.39847  3.62421  0.27253
H  -15.43585  4.33070  -0.64389
C  8.41966  -0.24031  13.24306
Cl  9.78670  0.85573  13.03232
Cl  8.27393  -0.73691  14.93015
Cl  6.92417  0.51217  12.68255
H  8.59925  -1.12456  12.64471
C  -12.75980  5.25464  -6.32801
Cl  -13.65627  5.19815  -7.84615
Cl  -12.98420  6.81538  -5.52710
Cl  -13.25375  3.93927  -5.26316
H  -11.70712  5.13623  -6.54998
C  -15.88183  9.08499  -6.93526
Cl  -17.45074  8.33181  -7.22906
Cl  -14.93974  9.16402  -8.42485
Cl  -16.08562  10.69468  -6.23929
H  -15.34004  8.47365  -6.22468

=====

Entry 2:
# C30H30ClN3O2Ru

A structure of composition C30H30ClN3O2Ru (the ωB97M-V functional and the def2-TZVPD basis, the OMol25 dataset).

Computed properties:
HOMO-LUMO gap (spin up / spin down) (eV): 6.8 / 5.2
Net charge: +1
Spin multiplicity: 6

Atoms and positions in Å:
Ru  0.42093  -0.36187  -0.11142
C  -2.48957  -3.03827  -1.58292
C  -1.84117  -3.52197  -0.32492
C  -1.79027  -4.87597  -0.04962
C  -1.14307  -5.35097  1.07938
C  -0.52467  -4.46867  1.95518
C  -0.56457  -3.10417  1.73868
C  0.05943  -2.15757  2.72028
C  -1.24887  -2.61887  0.59858
N  -1.38617  -1.25727  0.43438
C  -2.57477  -0.65647  0.33258
C  -3.82957  -1.31707  0.81078
C  -2.59727  0.65283  -0.14342
C  -3.89357  1.33353  -0.46232
N  -1.43437  1.21893  -0.49432
C  -1.18397  2.53623  -0.46642
C  -0.47557  3.11563  -1.55952
C  0.18893  2.19723  -2.52962
C  -0.46927  4.48423  -1.68512
C  -1.09677  5.29623  -0.73912
C  -1.64367  4.74093  0.40778
C  -1.66237  3.37263  0.59678
C  -2.08697  2.77463  1.89768
H  -2.38867  -3.78277  -2.36782
H  -2.03957  -2.10837  -1.92522
H  -3.55387  -2.86697  -1.43682
H  -2.27357  -5.56227  -0.72752
H  -1.11277  -6.41117  1.27288
H  -0.02407  -4.84947  2.83238
H  0.12343  -2.61817  3.70388
H  -0.51127  -1.22987  2.80848
H  1.08333  -1.91947  2.40748
H  -3.62467  -2.32247  1.16648
H  -4.57517  -1.36237  0.01928
H  -4.24937  -0.74017  1.63518
H  -4.40867  0.76923  -1.24052
H  -3.71577  2.34063  -0.83102
H  -4.54957  1.37483  0.40498
H  -0.53957  1.52233  -2.98242
H  0.91973  1.59173  -1.97762
H  0.70313  2.74823  -3.31112
H  0.01433  4.94773  -2.52902
H  -1.11587  6.36493  -0.87642
H  -2.05447  5.37853  1.17698
H  -1.87727  3.46163  2.71588
H  -1.53937  1.84913  2.07628
H  -3.15527  2.56063  1.92938
O  1.72773  1.03093  3.40178
C  1.59213  0.72663  2.24118
O  0.48173  0.66123  1.59658
C  2.81033  0.38403  1.37588
C  4.09483  0.36223  1.93448
C  5.16403  0.13073  1.10738
C  4.95363  0.01513  -0.28132
C  6.01193  -0.09587  -1.20972
C  5.75623  -0.13527  -2.55272
C  4.43873  -0.07467  -3.03022
C  3.39093  0.00783  -2.15552
C  3.60953  0.05223  -0.76652
N  2.56253  0.17663  0.09318
H  4.18733  0.51623  2.99898
H  6.16463  0.06303  1.50838
H  7.02713  -0.12847  -0.83732
H  6.56973  -0.19757  -3.25572
H  4.24853  -0.08437  -4.09322
H  2.38233  0.06363  -2.53372
Cl  0.55803  -1.60437  -1.90922

=====

Entry 3:
# C30H30F9N2O10P

A cluster of 4 separate species, C30H30F9N2O10P in total (the ωB97M-V functional and the def2-TZVPD basis, the OMol25 dataset).

Computed properties:
SMILES: N[C@H](CCOCC(F)(F)C(F)(F)C(F)(F)C(F)F)CO[C@H](CC(=O)F)P(N)O.O=C1C=CC(=O)C=C1.O=C1C=CC(=O)C=C1.O=C1C=CC(=O)C=C1
HOMO-LUMO gap (eV): 6.7
Net charge: 0

Atoms and positions in Å:
N  1.24187  -6.12296  -0.19856
C  0.98295  -4.73271  -0.67080
C  -0.57738  -4.45855  -1.05489
C  -1.33048  -5.74232  -1.66212
O  -2.45817  -6.16715  -0.82923
C  -3.47817  -5.12204  -0.80508
C  -4.96318  -5.70951  -0.64316
F  -5.19548  -5.93820  0.76028
F  -5.04375  -7.01366  -1.25366
C  -6.07952  -4.75262  -1.30883
F  -7.31646  -5.48342  -1.21964
F  -5.67312  -4.55008  -2.67271
C  -6.25938  -3.33955  -0.57922
F  -5.11102  -2.48034  -0.72396
F  -6.54322  -3.41900  0.80442
C  -7.52396  -2.58548  -1.28904
F  -8.38076  -2.03661  -0.29809
F  -6.96086  -1.49280  -2.03911
C  1.85569  -4.28953  -1.95034
O  2.73684  -3.16383  -1.72583
C  2.01996  -1.95919  -1.38687
C  2.26396  -0.74478  -2.45679
C  0.86889  -0.59838  -3.27525
O  0.35259  0.49870  -3.56333
F  0.12804  -1.78309  -3.66715
P  2.81412  -1.32712  0.26295
N  3.40159  -2.81626  1.02771
O  1.61633  -0.57774  1.25566
H  0.53439  -6.42850  0.49361
H  2.14028  -6.07015  0.31820
H  1.19521  -4.02397  0.22323
H  -1.07236  -3.99839  -0.13488
H  -0.59906  -3.64037  -1.87161
H  -0.65746  -6.63428  -1.88486
H  -1.78450  -5.41983  -2.67943
H  -3.37963  -4.39143  -1.67790
H  -3.27166  -4.51606  0.16106
H  -8.06047  -3.24330  -2.05753
H  2.54412  -5.19028  -2.19262
H  1.22402  -4.14281  -2.90980
H  0.88516  -2.07457  -1.30545
H  2.35809  0.25263  -1.86918
H  3.14341  -0.94344  -3.15337
H  2.66201  -3.20584  1.64991
H  4.20213  -2.60932  1.65470
H  0.72879  -0.59155  0.83076
O  3.57650  1.42979  -1.48149
C  3.43512  2.58196  -1.10435
C  3.60425  3.71982  -2.03032
C  3.45087  4.97705  -1.61483
C  3.10375  5.28545  -0.21179
O  2.96159  6.43463  0.16666
C  2.93476  4.14632  0.71392
C  3.08817  2.88937  0.29849
H  3.85729  3.47649  -3.05474
H  3.57134  5.82333  -2.27915
H  2.68141  4.38893  1.73796
H  2.96742  2.04248  0.96294
O  -3.66212  7.28025  0.02172
C  -2.68032  6.71839  -0.42602
C  -2.76722  5.35517  -0.99183
C  -1.69006  4.73910  -1.48045
C  -0.36443  5.39325  -1.47865
O  0.61837  4.83021  -1.92701
C  -0.27702  6.75620  -0.91305
C  -1.35427  7.37228  -0.42439
H  -3.74558  4.89077  -0.98616
H  -1.73514  3.74074  -1.89793
H  0.70165  7.22054  -0.91864
H  -1.30893  8.37041  -0.00705
O  4.34343  3.00470  3.28039
C  3.83603  3.34314  4.33415
C  2.57512  2.73476  4.80878
C  2.01853  3.10747  5.96202
C  2.63929  4.14326  6.81535
O  2.13208  4.48118  7.86794
C  3.90029  4.75150  6.34040
C  4.45676  4.37868  5.18712
H  2.13397  1.97718  4.17228
H  1.09523  2.67321  6.32460
H  4.34140  5.50880  6.97656
H  5.38006  4.81289  4.82440

=====

The evaluated max |F| for the records listed, in turn: 3.0, 2.4, 5.5 eV/Å.